(1)
9
Properties=species:S:1:pos:R:3:lowdin_charge:R:1 method="wB97M-V/def2-TZVPD" total_charge=0 lumo_energy_ev=0.8296 gap_ev=10.189
H 1.4642 0.0045 1.4839 0.095
H 1.8238 1.0604 0.1140 0.047
H -1.1840 -1.1488 1.1818 0.117
C -0.8630 -0.6455 0.3016 -0.061
C 0.2267 0.0400 -0.0299 -0.360
N -1.1795 0.3082 -1.6159 0.004
N -0.0649 0.6344 -1.2346 0.065
N 1.5642 0.2100 0.4905 0.115
O -1.7874 -0.4630 -0.6914 -0.022

(2)
9
Properties=species:S:1:pos:R:3:lowdin_charge:R:1 method="wB97M-V/def2-TZVPD" total_charge=0 lumo_energy_ev=-0.2265 gap_ev=10.234
H -0.1102 0.6554 -1.6707 0.109
N 1.9218 -0.7125 0.1190 0.141
C -0.4996 0.3687 0.3482 -0.525
C 0.5394 -0.7809 0.4624 -0.317
H -1.4862 1.5551 -0.7166 0.135
N -0.6555 0.9542 -0.8640 0.159
N 1.2226 -1.5306 -0.5285 0.125
H 0.2101 -1.1453 1.4930 0.141
O -1.1425 0.6359 1.3573 0.033

(3)
9
Properties=species:S:1:pos:R:3:lowdin_charge:R:1 method="wB97M-V/def2-TZVPD" total_charge=0 lumo_energy_ev="-0.3454 / -0.3450" gap_ev="9.160 / 9.161"
H 2.2392 0.6152 -0.8171 0.124
N 0.0774 0.8990 0.4494 -0.098
H -1.3690 2.0292 0.6853 0.070
H -1.7006 -0.8626 -0.2602 0.015
O 2.2801 0.2345 0.0770 0.064
C 1.1156 0.3137 0.6906 -0.161
N -1.1485 1.1056 0.3002 0.046
C -1.0931 -1.7310 -0.4759 -0.113
N -0.3856 -2.6149 -0.7012 0.052

(4)
9
Properties=species:S:1:pos:R:3:lowdin_charge:R:1 method="wB97M-V/def2-TZVPD" total_charge=0 lumo_energy_ev=0.8392 gap_ev=9.926
N 1.3147 1.0673 0.2586 -0.007
H -2.3546 0.8726 0.6520 0.112
N 1.4023 -0.2461 -0.1688 -0.014
C 0.1635 -0.7859 -0.2838 -0.051
N 0.0410 1.3288 0.4032 0.048
O -2.0208 0.1713 0.0755 0.057
C -0.6720 0.2272 0.0828 -0.438
H 2.2195 -0.8470 -0.4062 0.168
H -0.0936 -1.7881 -0.6134 0.125

(5)
9
Properties=species:S:1:pos:R:3:lowdin_charge:R:1 method="wB97M-V/def2-TZVPD" total_charge=0 lumo_energy_ev=1.0245 gap_ev=10.393
N -0.4231 0.8004 -0.2763 0.135
H 2.5076 -0.4262 0.2780 0.104
N -0.2133 -1.3606 0.4007 0.123
H -2.5080 0.7582 -0.4097 0.135
N 1.6928 0.1321 0.1056 0.146
O -1.5726 -1.0083 0.1948 -0.026
C -1.5784 0.2569 -0.1921 -0.210
C 0.3981 -0.2426 0.1042 -0.504
H 1.6970 1.0901 -0.2052 0.096

(6)
9
Properties=species:S:1:pos:R:3:lowdin_charge:R:1 method="wB97M-V/def2-TZVPD" total_charge=0 lumo_energy_ev=0.2912 gap_ev=9.298
N -1.2978 -0.7069 0.1230 0.110
N 1.9406 -0.1102 0.1003 0.162
H 2.3870 0.7505 -0.0616 0.030
O 0.0787 -1.0211 -0.1073 0.068
N -0.0427 1.2401 0.0090 0.162
C 0.7172 0.0156 -0.0553 -0.671
H -1.8010 -1.4979 0.0122 0.088
C -1.2505 0.7808 -0.1077 -0.080
H -2.2166 1.1771 0.2597 0.132

Number 1: total energy -317.44082 Eh. Number 2: total energy -317.44113 Eh. Number 3: total energy -317.37089 Eh. Number 4: total energy -317.47740 Eh. Number 5: total energy -317.48337 Eh. Number 6: total energy -317.38792 Eh.